# 1
29
Properties=species:S:1:pos:R:3 method="wB97M-V/def2-TZVPD" e_tot_ev=-12138.8898 max_force_ev_per_a=6.4 smiles="CNC(C)=O.CCCCC" de_lowest_ev=3.721 total_charge=0 homo_energy_ha=-0.3461
C 2.89968 -1.04250 -1.35359
N 2.08103 0.12109 -1.63827
C 1.72565 1.04810 -0.63885
C 0.94883 2.33744 -0.95620
O 1.92998 0.73944 0.60215
H 3.07071 -1.25520 -0.35091
H 2.35303 -2.01138 -1.91409
H 3.70759 -0.94401 -2.09855
H 1.96118 0.49510 -2.64938
H 0.27319 2.21676 -1.77361
H 1.75256 3.02455 -1.00893
H 0.39881 2.61563 0.05176
C -2.74160 1.51857 1.81554
C -1.94941 0.29357 1.67850
C -1.97495 -0.43025 0.39723
C -1.21841 -1.64871 0.61598
C -1.22535 -2.79628 -0.45852
H -2.55211 2.28483 0.93638
H -3.90816 1.52783 1.79901
H -2.39232 2.15663 2.60966
H -2.19520 -0.25173 2.67977
H -0.98376 0.76261 1.78108
H -3.15400 -0.62624 0.34290
H -1.62710 0.27050 -0.37661
H -1.81583 -2.04504 1.43303
H -0.19200 -1.46223 0.86921
H -1.26768 -2.21511 -1.41089
H -0.17415 -3.40828 -0.24602
H -2.04844 -3.57802 -0.62368

=====

# 2
29
Properties=species:S:1:pos:R:3 method="wB97M-V/def2-TZVPD" e_tot_ev=-12140.1361 max_force_ev_per_a=3.6 smiles="CC(C)N(C)C.C=C(C)O" de_lowest_ev=2.475 total_charge=0 homo_energy_ha=-0.3010
C 1.32400 2.55421 0.75915
C 1.05562 1.31747 -0.09656
C 2.29332 0.43500 -0.15408
N -0.24162 0.51781 0.35770
C -0.11202 -0.05324 1.68846
C -1.46164 1.31277 0.30089
H 2.13291 3.14062 0.32432
H 0.46124 3.21578 0.79712
H 1.59506 2.26975 1.77442
H 0.82190 1.64150 -1.11394
H 2.12150 -0.43510 -0.78108
H 3.12072 0.99616 -0.58997
H 2.60961 0.12535 0.83995
H -0.12303 0.69924 2.48782
H -0.95283 -0.72748 1.85542
H 0.79923 -0.64119 1.75545
H -1.55017 1.78385 -0.67642
H -2.32428 0.66367 0.45666
H -1.53349 2.08298 1.08023
C -0.39705 -3.13219 -0.50846
C -1.05805 -1.97084 -0.74398
C -0.85230 -1.20879 -2.01866
O -2.32873 -1.77484 -0.21628
H 0.20350 -3.60043 -1.26723
H -0.69173 -3.78741 0.29839
H -0.72439 -0.15892 -1.75537
H 0.05615 -1.50007 -2.53761
H -1.70573 -1.25751 -2.69125
H -2.53770 -2.50814 0.37492

=====

# 3
29
Properties=species:S:1:pos:R:3 method="wB97M-V/def2-TZVPD" e_tot_ev=-17969.7056 max_force_ev_per_a=4.9 smiles="C=C[Si@@H](NCC)C(C)(C)C" de_lowest_ev=3.432 total_charge=0 homo_energy_ha=-0.3038
C -0.61373 -3.17352 0.76044
C -0.02397 -2.28572 -0.00609
Si 0.12777 -0.53992 0.57388
N 1.31149 0.43148 -0.64450
C 2.32562 1.28295 -0.26137
C 3.54994 0.55794 0.61254
C -1.46046 0.32687 -0.12095
C -1.05821 1.83871 -0.09812
C -1.69019 -0.04956 -1.61948
C -2.63924 0.12975 0.67577
H -0.93813 -4.13134 0.41580
H -0.86706 -2.89530 1.85978
H 0.44934 -2.51735 -1.06374
H 0.69252 -0.00601 1.91741
H 1.69467 -0.25898 -1.21801
H 1.88753 2.06545 0.32259
H 2.73432 1.66293 -1.16651
H 3.29367 0.28322 1.65765
H 3.96048 -0.35127 0.08584
H 4.44946 1.15596 0.57887
H -0.98671 2.11209 0.93045
H -0.11266 1.91945 -0.60769
H -1.80034 2.37924 -0.52697
H -2.16327 -0.98068 -1.71537
H -0.72811 -0.05220 -2.22972
H -2.32292 0.72666 -2.08727
H -2.54483 0.39948 1.78656
H -3.44584 0.82026 0.42496
H -3.08112 -0.85060 0.76325

=====

# 4
29
Properties=species:S:1:pos:R:3 method="wB97M-V/def2-TZVPD" e_tot_ev=-28725.4068 max_force_ev_per_a=4.3 de_lowest_ev=1.967 total_charge=0 homo_energy_ha=-0.2757
C -0.68886 1.53868 1.27524
C -1.77783 -0.34610 0.19362
C 0.94571 -1.87366 0.60829
C 1.96579 0.17653 1.60173
C -0.40730 1.81802 -2.35840
C 0.24151 -0.80909 -2.54204
C -0.38901 0.19162 0.70143
C 0.74457 -0.64072 1.36849
P 0.73488 0.65250 -1.53975
S -0.13927 -1.09390 3.06919
H 0.08277 2.19571 1.10214
H -1.62037 1.91100 0.79966
H -0.81319 1.47873 2.43409
H -1.84630 -1.44145 -0.07901
H -1.93233 0.09818 -0.76471
H -2.59816 -0.18733 0.88259
H 1.51256 -1.65218 -0.33196
H 1.59362 -2.59971 1.16618
H 0.03027 -2.41647 0.34737
H 1.84978 1.21737 1.82025
H 2.66354 -0.08211 0.76982
H 2.57060 -0.16980 2.40003
H -1.43506 1.58738 -2.00517
H -0.34879 1.60628 -3.46871
H -0.28389 2.93538 -2.06067
H 0.13073 -0.50340 -3.53864
H -0.56800 -1.35631 -2.13989
H 1.15348 -1.39550 -2.34111
H -1.37145 -0.83966 2.62995